ORCA calculation (ωB97M-V/def2-TZVPD) on a 7-piece molecular cluster, C29H65BFN6O11S overall.

XYZ file:
```
114
Properties=species:S:1:pos:R:3
C -4.333 0.284 4.583
C -5.169 -0.137 3.371
C -4.874 0.799 2.190
C -5.530 0.376 0.862
C -4.608 -0.459 -0.029
C -3.443 0.270 -0.676
F -3.986 0.913 -1.842
O -2.807 1.190 0.073
B -1.320 1.191 -0.218
C -0.643 2.610 -0.626
C 0.664 2.406 -1.391
C 1.534 3.658 -1.487
O 1.465 1.370 -0.783
O -1.255 0.258 -1.422
C -2.306 -0.615 -1.270
S -1.772 -2.007 -0.192
C -0.001 -1.959 -0.269
O -2.161 -1.848 1.194
O -2.228 -3.244 -0.823
H -4.477 1.346 4.801
H -3.274 0.113 4.391
H -4.609 -0.277 5.482
H -6.231 -0.137 3.613
H -4.849 -1.141 3.075
H -3.792 0.828 2.073
H -5.202 1.810 2.452
H -6.390 -0.252 1.104
H -5.931 1.241 0.332
H -4.248 -1.311 0.546
H -5.198 -0.866 -0.857
H -0.737 0.693 0.737
H -0.468 3.216 0.271
H -1.332 3.164 -1.277
H 0.398 2.082 -2.402
H 1.596 4.120 -0.499
H 2.535 3.365 -1.800
H 1.116 4.372 -2.199
H 1.632 0.720 -1.476
H -2.613 -1.040 -2.225
H 0.335 -2.979 -0.097
H 0.309 -1.584 -1.241
H 0.329 -1.286 0.518
C -0.706 -2.587 -3.882
C 0.527 -1.773 -4.193
O 1.494 -1.756 -3.450
N 0.528 -1.039 -5.341
C -0.529 -0.915 -6.319
H -0.554 -3.068 -2.921
H -1.586 -1.949 -3.815
H -0.881 -3.354 -4.639
H 1.371 -0.502 -5.473
H -0.189 -1.241 -7.305
H -0.871 0.119 -6.394
H -1.376 -1.530 -6.030
C 3.887 -0.560 0.175
C 4.996 -0.653 1.188
O 5.465 0.333 1.742
N 5.482 -1.891 1.470
C 5.046 -3.172 0.948
H 3.590 0.479 0.070
H 4.221 -0.942 -0.792
H 3.019 -1.139 0.492
H 6.231 -1.880 2.144
H 4.703 -3.820 1.755
H 5.868 -3.666 0.424
H 4.218 -3.045 0.260
C -0.714 -5.358 1.153
C 0.449 -5.205 2.102
O 1.552 -4.836 1.725
N 0.229 -5.482 3.415
C -1.010 -5.892 4.038
H -0.379 -5.075 0.162
H -1.073 -6.388 1.119
H -1.533 -4.695 1.435
H 1.038 -5.348 4.000
H -1.330 -5.162 4.784
H -0.899 -6.863 4.527
H -1.792 -5.972 3.290
C -10.765 -0.190 2.247
C -9.447 -0.057 2.979
O -8.432 0.305 2.418
N -9.433 -0.367 4.308
C -10.530 -0.816 5.136
H -10.598 0.090 1.212
H -11.134 -1.216 2.285
H -11.521 0.468 2.678
H -8.525 -0.264 4.733
H -10.708 -0.121 5.959
H -10.322 -1.802 5.557
H -11.440 -0.884 4.547
C 5.268 4.374 -2.997
C 4.490 3.972 -4.230
O 3.663 3.083 -4.205
N 4.752 4.651 -5.388
C 5.696 5.725 -5.599
H 4.941 3.746 -2.175
H 6.340 4.235 -3.145
H 5.082 5.418 -2.741
H 4.200 4.337 -6.169
H 5.189 6.632 -5.937
H 6.442 5.450 -6.348
H 6.214 5.952 -4.673
C 8.346 1.245 0.614
C 8.939 2.402 -0.150
O 9.143 2.368 -1.353
N 9.247 3.521 0.566
C 9.053 3.756 1.981
H 8.137 0.441 -0.085
H 9.043 0.887 1.373
H 7.412 1.523 1.102
H 9.641 4.262 0.007
H 8.385 4.603 2.147
H 10.005 3.963 2.476
H 8.608 2.883 2.445
```

Computed properties:
- total energy (eV) = -76825.220
- charge = -1
- LUMO energy (eV) = 2.162

ORCA calculation (ωB97M-V/def2-TZVPD) on an isolated ion of composition CH3NO3S and charge -2.

XYZ file:
```
9
Properties=species:S:1:pos:R:3
C 0.440 -0.002 0.374
N -0.818 0.777 -0.106
O -1.321 1.677 0.873
O 1.761 0.076 -1.947
O 2.857 -0.947 0.204
S 2.105 0.208 -0.464
H 0.594 0.318 1.468
H 0.376 -1.038 0.257
H -0.380 1.142 -1.036
```

Computed properties:
- relative energy (zero: lowest compared OMol25 entry of this formula, charge and spin) (kcal per mole) = 15.14
- total energy (eV) = -19548.440
- charge = -2
- LUMO energy (eV) = 6.638

ORCA calculation (ωB97M-V/def2-TZVPD) on C37H37CeClN7S3 as an isolated structure.

XYZ file:
```
86
Properties=species:S:1:pos:R:3
Ce 1.058 -0.056 0.075
C 2.715 -3.234 1.249
C 1.987 -3.606 -0.046
N 2.005 -2.500 -1.025
C 3.313 -2.417 -1.724
C 3.936 -1.016 -1.740
N 3.736 -0.314 -0.461
C 4.552 -0.896 0.631
C 3.736 -1.097 1.904
N 2.477 -1.827 1.635
H 3.785 -3.397 1.125
H 2.385 -3.920 2.029
H 0.953 -3.850 0.178
H 2.443 -4.510 -0.460
H 1.295 -2.722 -1.716
H 3.224 -2.744 -2.760
H 4.004 -3.110 -1.243
H 3.495 -0.407 -2.531
H 4.997 -1.136 -1.980
H 4.028 0.650 -0.587
H 5.401 -0.256 0.872
H 4.957 -1.850 0.298
H 3.474 -0.123 2.318
H 4.362 -1.618 2.636
H 1.948 -1.822 2.501
S 2.443 -2.197 -5.489
C 2.921 -2.445 -7.111
C 2.627 -1.373 -7.890
C 2.011 -0.323 -7.167
C 1.830 -0.606 -5.841
C 1.234 0.230 -4.805
C 1.063 -0.249 -3.493
N 0.566 0.445 -2.481
C 0.108 1.698 -2.739
C 0.231 2.278 -4.018
C -0.266 3.600 -4.254
C -0.864 4.296 -3.268
C -1.017 3.733 -1.960
C -1.616 4.455 -0.924
C -1.770 3.886 0.329
C -1.331 2.555 0.461
N -0.724 1.857 -0.477
C -0.544 2.435 -1.691
C -2.325 4.610 1.462
C -2.361 4.243 2.785
C -2.943 5.221 3.618
C -3.342 6.324 2.927
S -3.019 6.189 1.261
C 0.826 1.532 -5.038
H 3.380 -3.381 -7.389
H 2.842 -1.332 -8.947
H 1.719 0.608 -7.632
H 1.352 -1.272 -3.285
H -0.161 4.021 -5.246
H -1.254 5.291 -3.441
H -1.951 5.467 -1.113
H -1.497 2.050 1.403
H -1.964 3.312 3.165
H -3.057 5.117 4.687
H -3.807 7.218 3.312
H 0.956 1.981 -6.014
S -3.256 -3.726 4.386
C -2.412 -2.701 3.246
C -1.801 -3.295 2.137
C -1.110 -2.508 1.247
N -0.897 -1.189 1.397
C -1.505 -0.629 2.457
C -2.273 -1.318 3.370
C -4.652 -2.686 4.840
C -5.854 -2.940 4.197
C -6.945 -2.146 4.532
N -6.878 -1.161 5.419
C -5.727 -0.948 6.042
C -4.576 -1.692 5.801
H -1.902 -4.358 1.964
H -0.736 -2.945 0.330
H -1.350 0.429 2.603
H -2.733 -0.783 4.187
H -5.939 -3.734 3.469
H -7.909 -2.311 4.064
H -5.722 -0.150 6.776
H -3.675 -1.514 6.372
Cl 1.181 1.236 2.644
C 1.888 2.052 1.112
H 2.891 2.331 1.443
H 1.329 2.989 1.085
```

Computed properties:
- relative energy (zero: lowest compared OMol25 entry of this formula, charge and spin) (kcal per mole) = 1.38
- total energy (eV) = -107347.390
- charge = +2
- LUMO energy (spin up / spin down) (eV) = -5.591 / -5.581
- multiplicity = 2